No. 1
Below is a structure of composition C28H61FeN5O20S3 in a non-equilibrium geometry, with properties calculated with ωB97M-V/def2-TZVPD.

Atoms and positions in Å:
1 Fe 2.293271 1.236054 -0.754349
2 C 1.819239 0.910499 7.138675
3 O 2.268033 0.197906 5.973753
4 C 1.275627 0.146177 4.912147
5 C 1.545054 -0.953226 3.872833
6 N 2.050073 -2.216557 4.559074
7 H 2.402967 -2.863756 3.868645
8 H 2.877490 -2.023971 5.105328
9 C 1.197814 -3.048549 5.454274
10 C 1.253395 -2.887067 6.957145
11 O 2.611272 -2.790204 7.327902
12 C 2.692145 -2.815751 8.757203
13 H 2.376137 0.559274 8.007360
14 H 0.778572 0.677730 7.364357
15 H 1.999341 1.985475 7.128878
16 H 1.216193 1.131036 4.448871
17 H 0.234010 0.003866 5.200028
18 H 2.330887 -0.640525 3.185253
19 H 0.655137 -1.112253 3.263855
20 H 1.559778 -4.073625 5.374876
21 H 0.162577 -2.960526 5.124682
22 H 0.696754 -3.720020 7.386596
23 H 0.815803 -1.926836 7.230220
24 H 2.286083 -1.867650 9.109803
25 H 3.700252 -2.741473 9.165015
26 H 2.190465 -3.639284 9.265348
27 C -4.947564 1.530096 -4.872797
28 O -4.292501 1.469705 -3.587045
29 C -2.997806 1.037074 -3.642671
30 C -2.338974 0.895781 -2.205860
31 N -3.010421 -0.172017 -1.344296
32 H -2.918869 -1.042441 -1.848361
33 H -2.384529 -0.369204 -0.576525
34 C -4.438173 0.091545 -0.811412
35 C -4.922127 -0.975411 0.249891
36 O -4.905303 -2.202388 -0.409517
37 C -4.926406 -3.343387 0.538032
38 H -5.365591 2.535181 -4.928984
39 H -5.600653 0.674584 -5.045017
40 H -4.342314 1.503765 -5.778934
41 H -2.482283 1.756766 -4.278584
42 H -2.984993 0.018363 -4.030186
43 H -2.455960 1.782384 -1.582687
44 H -1.322340 0.568120 -2.423077
45 H -4.960987 0.097470 -1.767823
46 H -4.570993 1.112961 -0.454818
47 H -5.929990 -0.779594 0.615913
48 H -4.217056 -0.774893 1.056593
49 H -4.205300 -4.059719 0.144357
50 H -5.853036 -3.769389 0.922698
51 H -4.372454 -2.978579 1.402984
52 C -1.495659 -0.837124 -6.947220
53 O -0.900261 0.207288 -6.248909
54 C 0.275582 0.727127 -6.850598
55 C 1.079534 1.313417 -5.706903
56 N 1.221669 0.303909 -4.569001
57 H 1.371843 0.924237 -3.786221
58 H 0.306078 -0.081067 -4.385723
59 C 2.185200 -0.876708 -4.802454
60 C 3.491699 -0.301490 -5.260159
61 O 3.563320 -0.255619 -6.647759
62 C 4.511383 0.670103 -7.048257
63 H -2.573970 -0.925344 -6.814685
64 H -0.998347 -1.777110 -6.708047
65 H -1.347987 -0.687687 -8.016786
66 H 0.015575 1.492335 -7.582009
67 H 0.891472 0.019603 -7.405750
68 H 0.526137 2.054851 -5.130594
69 H 2.006309 1.819557 -5.977117
70 H 1.593827 -1.534995 -5.438884
71 H 2.173887 -1.340435 -3.816076
72 H 4.219250 -0.970786 -4.801026
73 H 3.659858 0.659468 -4.773970
74 H 4.115147 1.685520 -7.053547
75 H 4.786931 0.531251 -8.093658
76 H 5.501454 0.615173 -6.595653
77 S 0.352892 -0.322681 0.362918
78 O -0.894693 0.253591 0.923173
79 O 0.453436 -1.753521 0.568368
80 O 0.702020 0.092112 -0.991846
81 O 1.466681 0.438205 0.866866
82 S 4.274602 -1.268919 -1.471303
83 O 3.266576 -0.178798 -1.468047
84 O 3.756426 -2.301046 -2.277949
85 O 5.426606 -0.660871 -2.059479
86 O 4.317675 -1.805958 -0.105056
87 S 1.086435 3.104902 -2.257520
88 O -0.261394 3.002621 -2.738034
89 O 1.752131 4.294757 -2.816812
90 O 1.246600 2.838815 -0.803140
91 O 1.826805 1.915377 -2.517871
92 C 5.732533 3.183003 0.376013
93 C 4.549908 2.484844 -0.071690
94 O 3.741723 1.836444 0.659821
95 O 4.185746 2.562635 -1.243158
96 H 6.243861 2.712771 1.215967
97 H 5.688799 4.267248 0.478954
98 H 6.389125 3.153340 -0.493537
99 N -1.878712 -1.580786 2.584217
100 C -1.715638 -2.932331 2.466123
101 C -2.154724 -3.482121 3.642519
102 C -2.371903 -2.456936 4.580874
103 C -2.275262 -1.243608 3.870240
104 H -1.593140 -0.846224 1.952590
105 H -1.459085 -3.446072 1.551437
106 H -2.181235 -4.547751 3.816092
107 H -2.546082 -2.609964 5.635698
108 H -2.419829 -0.225653 4.200787
109 N -2.489166 2.354705 1.817736
110 C -2.698274 2.608652 3.101475
111 C -3.239721 3.879340 3.189706
112 C -3.433036 4.290823 1.939996
113 C -3.044036 3.304254 1.027683
114 H -1.883460 1.614878 1.492358
115 H -2.461862 1.897821 3.879439
116 H -3.370912 4.480435 4.077328
117 H -3.902127 5.248622 1.769831
118 H -2.907970 3.234055 -0.041405

Forces on the atoms, in the same order (eV/Å):
Fe 2.070 1.840 1.524
C 0.243 -0.586 0.216
O -1.252 -0.339 -0.388
C 0.031 0.415 0.086
C 0.969 0.960 0.627
N -0.016 -0.085 0.254
H -0.139 0.009 -0.741
H 0.518 0.837 0.427
C -0.944 -1.155 0.230
C 0.597 2.283 -0.801
O 0.191 -1.472 0.966
C 0.351 1.366 0.403
H 0.288 -0.295 -0.201
H -0.216 0.214 -0.224
H -0.207 0.081 -0.612
H 0.378 -0.071 -0.584
H -0.009 -0.296 1.191
H 0.119 -0.189 -0.023
H 0.013 -0.521 0.244
H -0.125 -0.054 -0.850
H 0.019 -0.204 -0.191
H 0.129 -0.069 0.182
H -0.580 -0.017 0.331
H -0.619 0.020 0.202
H 0.350 -0.484 -0.818
H -0.171 -0.211 -0.459
C 0.352 0.503 0.137
O -2.072 0.246 -0.469
C 1.008 -0.542 1.535
C -1.506 0.592 -1.109
N -0.018 0.024 0.283
H -0.916 -0.540 -0.347
H 0.664 0.564 0.997
C -0.587 -0.647 -1.154
C 0.603 1.907 -1.883
O -0.105 -1.833 1.092
C 2.118 1.339 0.071
H -0.827 -0.406 0.119
H -0.579 0.288 0.538
H 1.140 -0.077 0.375
H 0.996 -0.427 0.217
H 0.373 -0.287 -0.640
H 0.738 0.174 -0.510
H 0.144 0.351 0.818
H -0.656 -0.337 0.344
H 0.765 -0.034 0.300
H -0.038 0.551 -0.049
H 0.194 -1.015 0.530
H -0.680 -0.388 -0.356
H -0.381 0.326 -0.854
H -0.175 -0.005 0.411
C 0.287 -0.638 -1.251
O -0.038 0.375 0.453
C 0.355 0.554 0.384
C -0.920 0.003 1.192
N 0.115 -0.688 -2.619
H 1.398 0.478 1.918
H -0.499 -0.027 -0.269
C -2.177 1.725 1.243
C 0.076 -1.427 1.362
O -0.137 -0.309 -0.188
C 1.020 0.878 -1.844
H 0.097 0.267 0.546
H -0.146 -0.299 0.127
H -0.084 -0.022 -0.260
H -0.073 0.292 0.065
H -0.195 -0.643 0.197
H -0.418 0.525 -0.652
H 0.152 -0.632 0.045
H 0.731 -0.062 -0.569
H 0.756 -0.094 -0.042
H 0.676 -0.026 -0.379
H -0.113 0.276 -0.043
H 0.057 0.268 0.622
H -0.473 -0.490 -0.276
H -0.256 -0.056 0.880
S 1.244 -0.298 -0.143
O -0.919 -0.508 -0.887
O -0.872 -0.002 0.271
O -4.161 -1.654 -5.214
O 2.783 1.057 5.993
S -1.164 5.159 1.103
O 0.149 -1.124 -0.415
O -0.954 -3.906 -2.009
O 2.031 -0.847 0.277
O 0.999 -0.745 0.277
S 0.327 5.310 -0.177
O -1.926 -0.497 -0.303
O -0.834 -1.325 1.200
O -1.956 3.310 3.864
O 3.203 -5.799 -6.261
C 2.511 0.456 -0.082
C -3.053 -0.268 -0.545
O 0.130 -0.852 2.208
O 0.485 0.456 -2.307
H -0.195 0.174 0.102
H -0.848 -0.092 0.520
H 0.369 -0.384 0.025
N -0.317 0.300 1.456
C -1.150 0.311 -0.068
C 1.076 -0.934 0.259
C -0.443 1.241 -0.483
C 0.529 -2.000 0.196
H 0.337 0.061 -0.774
H 0.172 0.427 -0.009
H -0.019 0.021 0.164
H -0.362 0.226 -0.077
H 0.087 -0.100 -0.214
N -0.310 -1.596 -1.085
C 0.425 0.476 1.892
C 0.696 -1.473 3.233
C -1.475 1.857 -3.851
C 0.670 0.959 0.646
H 0.003 -0.224 -0.238
H 0.301 0.164 -0.106
H -0.290 -0.291 0.046
H 0.099 -0.034 -0.647
H -0.112 0.453 0.132

Summary:
Multiplicity: 7
Total charge: 0
Gap between HOMO and LUMO (alpha / beta), eV: 7.58 / 4.87
Largest force on an atom, Eh/bohr: 0.17727
Total energy, Eh: -5340.04570
⟨S²⟩: 12.02

Here are the Löwdin charges for atoms 1 to 99, given in e:
1 Fe 0.99
2 C -0.09
3 O -0.18
4 C -0.17
5 C -0.04
6 N 0.10
7 H 0.18
8 H 0.16
9 C -0.08
10 C -0.22
11 O -0.18
12 C -0.09
13 H 0.08
14 H 0.08
15 H 0.09
16 H 0.14
17 H 0.11
18 H 0.14
19 H 0.11
20 H 0.14
21 H 0.11
22 H 0.14
23 H 0.12
24 H 0.08
25 H 0.09
26 H 0.09
27 C -0.07
28 O -0.19
29 C -0.22
30 C -0.05
31 N 0.08
32 H 0.16
33 H 0.12
34 C -0.04
35 C -0.21
36 O -0.18
37 C -0.04
38 H 0.10
39 H 0.09
40 H 0.08
41 H 0.13
42 H 0.12
43 H 0.11
44 H 0.10
45 H 0.11
46 H 0.12
47 H 0.13
48 H 0.11
49 H 0.09
50 H 0.09
51 H 0.06
52 C -0.11
53 O -0.20
54 C -0.18
55 C -0.06
56 N 0.07
57 H 0.07
58 H 0.14
59 C -0.03
60 C -0.22
61 O -0.15
62 C -0.12
63 H 0.09
64 H 0.09
65 H 0.09
66 H 0.14
67 H 0.12
68 H 0.13
69 H 0.13
70 H 0.13
71 H 0.11
72 H 0.13
73 H 0.15
74 H 0.09
75 H 0.09
76 H 0.10
77 S 0.29
78 O -0.37
79 O -0.29
80 O -0.38
81 O -0.36
82 S 0.26
83 O -0.39
84 O -0.15
85 O -0.20
86 O -0.13
87 S 0.28
88 O -0.32
89 O -0.31
90 O -0.36
91 O -0.42
92 C 0.00
93 C -0.71
94 O -0.07
95 O 0.00
96 H 0.08
97 H 0.09
98 H 0.09
99 N 0.02

No. 2
Below is a structure of composition C4H8N2O in a non-equilibrium geometry, with properties calculated with ωB97M-V/def2-TZVPD.

Atoms and positions in Å:
1 C 1.940305 0.130409 0.289024
2 C 0.938913 -0.492419 -0.638653
3 O 0.114537 -1.521206 -0.007216
4 C -1.033732 -0.853918 -0.387420
5 N -2.230583 -0.964395 -0.013083
6 C -0.331620 0.321244 -0.889512
7 N -1.221519 1.037050 0.863216
8 H 1.382926 0.578691 1.112594
9 H 2.490522 0.912673 -0.246553
10 H 2.651735 -0.606999 0.666355
11 H 1.424232 -0.941389 -1.526716
12 H -2.281732 -1.593616 0.784981
13 H -0.537059 0.973000 -1.738031
14 H -1.987057 1.261507 0.233145
15 H -1.230444 1.859499 1.503966

Forces on the atoms, in the same order (eV/Å):
C 0.070 0.023 0.153
C 0.109 0.412 0.258
O -0.166 -0.071 0.045
C -0.701 -0.122 0.277
N 0.170 -0.798 -0.488
C -0.255 0.487 0.700
N 0.413 0.238 -0.567
H 0.214 -0.019 0.064
H -0.073 -0.114 0.114
H -0.059 0.056 -0.036
H -0.413 0.480 0.123
H -0.234 -0.502 -0.266
H -0.094 -0.071 0.428
H -0.280 -0.307 0.135
H 1.299 0.308 -0.939

Summary:
Total charge: 0
Gap between HOMO and LUMO, eV: 8.89
Largest force on an atom, Eh/bohr: 0.03174
Total energy, Eh: -341.79595
Relative energy (zero: lowest compared OMol25 entry of this formula, charge and spin), kcal/mol: 130.3

Löwdin charges in e:
1 C -0.04
2 C -0.33
3 O 0.02
4 C -0.52
5 N 0.15
6 C 0.05
7 N 0.07
8 H 0.08
9 H 0.09
10 H 0.08
11 H 0.16
12 H 0.07
13 H 0.12
14 H -0.01
15 H 0.02

What is the formula in the first record?
C28H61FeN5O20S3

Number 1 is which compound?
C28H61FeN5O20S3

Number 1 is which compound?
C28H61FeN5O20S3